Entry 1:
Molecular formula: C3H9NO2
Method: DFT, the ωB97M-V functional and the def2-TZVPD basis

ΔE to the lowest compared entry with this formula, charge and spin: 573.52 kJ/mol
multiplicity: 1
HOMO: -8.99 eV
frontier orbital gap: 8.9 eV

Atoms and positions in Å:
C: -1.191 0.589 -0.650
C: -1.567 0.148 0.748
N: 0.466 1.591 -0.588
O: 0.871 1.678 0.502
H: -1.490 -0.124 -1.426
H: -1.763 1.471 -0.943
H: -2.651 0.128 0.891
H: -1.171 -0.847 0.964
H: -1.159 0.823 1.511
C: 1.904 -1.068 0.025
O: 1.298 -0.573 -1.137
H: 0.203 -0.219 -0.954
H: 2.271 -0.249 0.668
H: 2.776 -1.679 -0.227
H: 1.203 -1.669 0.617


Entry 2:
Molecular formula: C3H9NO2
Method: DFT, the ωB97M-V functional and the def2-TZVPD basis

ΔE to the lowest compared entry with this formula, charge and spin: 251.86 kJ/mol
multiplicity: 1
HOMO: -8.99 eV
structure (SMILES): OCCNCO
frontier orbital gap: 9.9 eV

Atoms and positions in Å:
O: 2.565 -0.496 -0.901
C: 1.480 -0.384 0.020
C: 0.248 -0.371 -0.874
N: -0.955 -0.346 -0.088
C: -1.532 0.861 0.438
O: -2.236 0.783 1.631
H: 3.175 -1.151 -0.437
H: 1.330 -1.152 0.769
H: 1.429 0.647 0.477
H: 0.402 0.531 -1.356
H: 0.280 -1.204 -1.563
H: -1.720 -0.802 -0.556
H: -0.671 1.609 0.714
H: -2.180 1.219 -0.436
H: -1.614 0.257 2.161


Entry 3:
Molecular formula: C3H9NO2
Method: DFT, the ωB97M-V functional and the def2-TZVPD basis

ΔE to the lowest compared entry with this formula, charge and spin: 285.38 kJ/mol
multiplicity: 1
HOMO: -9.68 eV
structure (SMILES): CC(N)=O.CO
frontier orbital gap: 10.4 eV

Atoms and positions in Å:
C: -1.552 -0.253 1.399
C: -1.352 -0.632 -0.037
N: -1.051 0.374 -1.116
O: -1.138 -1.850 -0.450
H: -2.351 -0.933 1.827
H: -1.713 0.827 1.478
H: -0.598 -0.668 2.009
H: -0.933 -0.066 -1.920
H: -1.603 1.118 -1.119
C: 1.907 0.701 -0.359
O: 2.286 -0.659 -0.516
H: 1.457 1.018 -1.295
H: 1.172 0.746 0.374
H: 2.714 1.440 -0.334
H: 2.757 -1.165 0.059


Entry 4:
Molecular formula: C3H9NO2
Method: DFT, the ωB97M-V functional and the def2-TZVPD basis

ΔE to the lowest compared entry with this formula, charge and spin: 132.58 kJ/mol
multiplicity: 1
HOMO: -9.04 eV
structure (SMILES): CC(=O)O.CN
frontier orbital gap: 9.7 eV

Atoms and positions in Å:
C: 1.647 0.623 -0.395
C: 2.017 -0.738 0.111
O: 2.168 -1.049 1.259
O: 2.326 -1.572 -0.903
H: 2.675 0.967 -0.617
H: 1.091 1.327 0.200
H: 1.359 0.593 -1.446
H: 2.202 -2.498 -0.709
C: -2.544 0.692 0.700
N: -1.903 -0.280 -0.211
H: -3.082 0.062 1.398
H: -3.191 1.341 0.106
H: -1.889 1.387 1.233
H: -1.369 -0.894 0.363
H: -1.506 0.041 -1.088


Entry 5:
Molecular formula: C3H9NO2
Method: DFT, the ωB97M-V functional and the def2-TZVPD basis

ΔE to the lowest compared entry with this formula, charge and spin: 451.44 kJ/mol
multiplicity: 1
HOMO: -9.97 eV
frontier orbital gap: 8.5 eV

Atoms and positions in Å:
C: 0.368 -1.081 0.746
C: -0.609 -0.025 0.867
N: -1.935 0.077 -1.752
H: 1.344 -0.872 1.176
H: 0.095 -2.015 1.263
H: 0.521 -1.440 -0.283
H: -1.692 -0.118 0.852
H: -0.441 0.865 1.464
H: -0.966 -0.283 -1.664
H: -1.668 0.925 -1.236
H: -2.300 -0.592 -1.071
O: 0.549 1.254 -0.180
C: 1.862 1.143 -0.102
O: 2.554 0.443 -0.804
H: 2.316 1.720 0.725


Entry 6:
Molecular formula: C3H9NO2
Method: DFT, the ωB97M-V functional and the def2-TZVPD basis

ΔE to the lowest compared entry with this formula, charge and spin: 258.38 kJ/mol
multiplicity: 1
HOMO: -9.96 eV
structure (SMILES): CCC(N)=O.O
frontier orbital gap: 10.5 eV

Atoms and positions in Å:
C: -0.531 -1.541 1.817
C: 0.310 -0.246 1.805
C: 0.154 0.617 0.468
N: -1.171 1.093 0.559
O: 0.728 0.443 -0.669
H: -1.528 -1.399 2.247
H: -0.183 -2.371 2.504
H: -0.815 -1.906 0.882
H: -0.154 0.277 2.670
H: 1.373 -0.168 2.010
H: -2.024 0.661 0.848
H: -1.319 1.936 -0.082
O: 1.844 1.054 -5.407
H: 2.391 0.891 -4.568
H: 0.925 0.659 -5.083